Run w
The following is a DFT calculation (the ωB97M-V functional and the def2-TZVPD basis) of the molecule C17H22N4O3.

Computed properties:
**Structure (SMILES)**: CNC(=O)[C@@H](C)NC(=O)[C@@H](Cc1c[nH]c2ccccc12)NC(C)=O
**Frontier orbital gap**: 8.8 eV
**HOMO energy**: -8.2 eV
**Net charge**: 0
**E_LUMO**: 0.59 eV

Element x y z (Å)
1 C 0.29878 -3.52273 0.96338
2 N -0.24342 -2.57816 -0.01481
3 C -1.52177 -2.48217 -0.39964
4 O -2.37402 -3.20964 0.05062
5 C -1.90351 -1.47502 -1.51049
6 C -3.40948 -1.45850 -1.88523
7 N -1.50651 -0.10598 -1.11442
8 C -0.29898 0.40939 -1.18908
9 O 0.68449 -0.28491 -1.44677
10 C -0.11385 1.88584 -0.80843
11 C 1.00816 2.20428 0.20321
12 C 0.96330 1.43954 1.47418
13 C 0.11310 1.69629 2.48899
14 N 0.27262 0.73707 3.49057
15 C 1.20196 -0.18559 3.14597
16 C 1.70819 -1.34434 3.77058
17 C 2.78047 -2.01930 3.21127
18 C 3.32272 -1.62589 1.95899
19 C 2.76223 -0.48335 1.32012
20 C 1.75849 0.26836 1.90162
21 N -0.00063 2.66335 -2.00948
22 C -1.04967 3.08020 -2.74766
23 C -0.75524 3.78789 -4.06802
24 O -2.20723 2.79751 -2.43227
25 H 0.56112 -3.00922 1.91514
26 H 1.21017 -3.95367 0.59887
27 H -0.49442 -4.24301 1.17404
28 H 0.38909 -1.89087 -0.39631
29 H -1.32215 -1.71598 -2.43693
30 H -3.66490 -0.72303 -2.65900
31 H -3.94079 -1.21652 -0.98258
32 H -3.72286 -2.44348 -2.22170
33 H -2.25933 0.55198 -0.92794
34 H -1.02836 2.15580 -0.24939
35 H 1.95800 1.95606 -0.25969
36 H 0.98081 3.25568 0.47741
37 H -0.64112 2.44645 2.53452
38 H -0.19753 0.74077 4.40553
39 H 1.37731 -1.65174 4.76138
40 H 3.18285 -2.88980 3.69336
41 H 4.08137 -2.19945 1.43073
42 H 3.09969 -0.19453 0.32644
43 H 0.90254 2.92979 -2.31976
44 H -0.04568 3.13924 -4.60165
45 H -0.26602 4.79095 -3.92650
46 H -1.65000 3.97043 -4.68920



Run x
The following is a DFT calculation (the ωB97M-V functional and the def2-TZVPD basis) of the molecule C17H22N4O3.

Computed properties:
**Structure (SMILES)**: COc1ccc(-c2nc(C#N)c(NCCCN(C)C)o2)cc1OC
**Frontier orbital gap**: 7.1 eV
**HOMO energy**: -7.3 eV
**Net charge**: 0
**E_LUMO**: -0.15 eV

Element x y z (Å)
1 C -6.31214 -0.96966 -0.93255
2 O -5.25973 -0.15791 -0.29175
3 C -4.09357 -0.75518 -0.21916
4 C -3.66339 -2.05640 -0.95771
5 C -2.42482 -2.36275 -0.62027
6 C -1.57860 -1.64116 0.25135
7 C -0.18419 -1.95178 0.33676
8 N 0.49189 -3.09774 -0.29684
9 C 1.73535 -2.94783 0.11887
10 C 2.86713 -3.68773 -0.42250
11 N 3.59340 -4.44505 -0.54708
12 C 1.89635 -1.79283 0.76929
13 N 2.90821 -1.25392 1.69893
14 C 3.10257 0.12731 2.08497
15 C 3.51471 1.06072 1.13878
16 C 2.60072 0.94021 -0.20067
17 N 2.83127 2.50160 -0.99981
18 C 1.58520 2.56119 -1.72709
19 C 4.06068 2.35050 -1.70371
20 O 0.61618 -1.09973 1.21758
21 C -1.96166 -0.32476 0.58792
22 C -3.30683 0.08186 0.48462
23 O -3.75062 1.12818 1.13254
24 C -3.01338 2.19599 1.93575
25 H -5.92033 -1.04409 -2.07478
26 H -6.61605 -1.91732 -0.69043
27 H -7.13676 -0.47418 -0.94548
28 H -4.40628 -2.62525 -1.36915
29 H -2.10823 -3.21464 -1.11874
30 H 3.97752 -1.84968 1.41498
31 H 3.78765 0.06147 2.88734
32 H 2.00249 0.41903 2.48986
33 H 4.55831 0.87364 0.36008
34 H 3.75955 2.01611 1.41749
35 H 2.68140 0.23298 -1.01370
36 H 1.57592 1.19207 0.47688
37 H 1.86263 3.49881 -2.29080
38 H 1.52133 1.91317 -2.63506
39 H 0.72876 2.66386 -1.36500
40 H 4.04979 1.33955 -2.45398
41 H 4.84177 2.17350 -1.03920
42 H 4.16357 3.44112 -2.24812
43 H -1.25110 0.21404 1.16648
44 H -3.68926 2.91310 2.15494
45 H -2.53388 1.28118 2.67377
46 H -2.10352 2.48843 1.36440



Quick one: most stable of them? run w



Run w
The following is a DFT calculation (the ωB97M-V functional and the def2-TZVPD basis) of a cluster of 2 separate species, C3H6INO2 in total.

Computed properties:
**Structure (SMILES)**: OC(O)=CI.C=N
**Frontier orbital gap**: 8.5 eV
**HOMO energy**: -8.0 eV
**Net charge**: 0
**E_LUMO**: 0.51 eV

Element x y z (Å)
1 O -0.37325 2.38459 0.88664
2 C 0.33799 1.41392 0.24236
3 O 0.20380 1.42583 -1.12124
4 C 1.17932 0.63712 1.05375
5 I 2.40330 -0.85963 0.23737
6 H -0.76644 3.07901 0.20751
7 H 1.02093 1.29766 -1.60556
8 H 0.99931 0.65293 2.06490
9 C -0.80277 -2.34432 -0.36566
10 N -0.66255 -1.10451 -0.46436
11 H -0.05632 -3.07362 -0.45179
12 H -1.87371 -2.77201 -0.36409
13 H -1.60959 -0.73697 -0.31983



Run x
The following is a DFT calculation (the ωB97M-V functional and the def2-TZVPD basis) of a cluster of 2 separate species, C3H6INO2 in total.

Computed properties:
**Frontier orbital gap (spin up / spin down)**: 9.1 / 6.4 eV
**HOMO energy (spin up / spin down)**: -9.5 / -7.7 eV
**Net charge**: 0
**E_LUMO (spin up / spin down)**: -0.41 / -1.34 eV

Element x y z (Å)
1 C 0.22687 0.85427 -1.26278
2 C 0.41430 0.62971 1.25307
3 C -0.42629 0.54081 0.02254
4 N -0.37572 -2.05900 0.12736
5 O 0.49563 -2.38993 -0.64482
6 O -1.16868 -2.68883 0.74981
7 I -2.42991 0.62048 0.21549
8 H -0.44014 0.81979 -2.06164
9 H 1.00933 0.01551 -1.61974
10 H 0.95457 1.74641 -1.25821
11 H 1.26898 -0.08257 1.12525
12 H -0.30079 0.37707 2.04852
13 H 0.77185 1.61629 1.30516



Quick one: most stable of them? run w